Run P
Computed, not measured: CH3N5 in the gas phase, with ωB97M-V with the def2-TZVPD basis set.

Last column: Mulliken charge in e.
Element x y z (Å)
1 H -2.467 0.404 -0.057  0.1955
2 N -2.023 -0.487 0.003  -0.6148
3 C -0.739 -0.407 -0.024  0.4601
4 N 0.117 -1.535 0.005  -0.2057
5 N 1.326 -1.147 0.000  -0.3176
6 N 1.395 0.142 -0.039  0.2103
7 N 0.136 0.691 0.012  -0.2018
8 H 2.267 0.639 0.068  0.2452
9 H -0.011 1.700 0.032  0.2287

The charge is 0. The gap between HOMO and LUMO is 8.99 eV. Its spin multiplicity is 1.

Run Q
Computed, not measured: CH3N5 in the gas phase, with ωB97M-V with the def2-TZVPD basis set.

Last column: Mulliken charge in e.
Element x y z (Å)
1 N 1.783 -0.209 0.012  -0.6285
2 C 0.524 -0.032 0.024  0.3412
3 N -0.433 0.949 -0.249  -0.0825
4 N -1.710 0.529 -0.009  -0.2914
5 N -1.616 -0.738 0.057  -0.2325
6 N -0.363 -1.105 -0.169  0.0653
7 H 2.313 0.684 -0.105  0.2255
8 H -0.227 1.989 0.455  0.3598
9 H -0.271 -2.068 -0.016  0.2430

The charge is 0. The gap between HOMO and LUMO is 9.64 eV. Its spin multiplicity is 1.

Least stable of them? run Q.

Run P
Computed, not measured: a gas-phase ion, C5H15N2 (charge +1), with ωB97M-V with the def2-TZVPD basis set.

Last column: Mulliken charge in e.
Element x y z (Å)
1 C -1.947 1.726 0.307  -0.8248
2 N -1.374 0.580 -0.363  -0.2596
3 C -0.952 -0.523 0.520  -0.9751
4 C 0.559 -0.678 0.476  0.5172
5 C 1.187 0.134 1.594  -1.2108
6 N 1.180 -0.059 -0.847  -0.3466
7 C 1.294 -1.234 -1.799  -1.0244
8 H -1.749 2.721 -0.138  0.3093
9 H -3.083 1.778 0.597  0.3030
10 H -1.408 1.862 1.452  0.1514
11 H -2.210 0.388 -0.973  0.2848
12 H -1.390 -1.481 0.069  0.4304
13 H -1.206 -0.663 1.604  0.3455
14 H 0.700 -1.806 0.477  0.3858
15 H 0.492 0.887 2.095  0.2836
16 H 1.515 -0.587 2.293  0.3442
17 H 2.062 0.588 1.152  0.2995
18 H 2.100 0.469 -0.793  0.4149
19 H 0.538 0.713 -1.337  0.4167
20 H 0.386 -1.696 -2.031  0.4158
21 H 1.547 -0.905 -2.904  0.3584
22 H 1.757 -2.213 -1.451  0.3809

The charge is +1. The gap between HOMO and LUMO is 10.64 eV. Its spin multiplicity is 1.

Run Q
Computed, not measured: a gas-phase ion, C5H15N2 (charge +1), with ωB97M-V with the def2-TZVPD basis set.

Last column: Mulliken charge in e.
Element x y z (Å)
1 C -1.263 -1.650 -1.414  -1.0382
2 C -1.951 -0.305 -1.150  -0.4310
3 C -1.504 0.340 0.130  -0.7219
4 N -0.087 0.834 0.002  -0.1015
5 C 0.654 1.109 1.265  -0.5913
6 C 2.128 0.789 1.017  -0.6314
7 N 2.162 -0.565 0.480  -0.5147
8 H -1.935 -2.478 -1.212  0.3451
9 H -0.851 -1.700 -2.412  0.2905
10 H -0.432 -1.817 -0.721  0.3049
11 H -3.029 -0.443 -1.046  0.3719
12 H -1.817 0.389 -1.974  0.2948
13 H -1.492 -0.382 0.949  0.3523
14 H -2.133 1.175 0.428  0.4140
15 H -0.053 1.636 -0.624  0.3807
16 H 0.462 0.063 -0.416  0.4110
17 H 0.455 2.130 1.570  0.3919
18 H 0.302 0.438 2.049  0.3068
19 H 2.469 1.435 0.212  0.3533
20 H 2.683 0.975 1.931  0.3971
21 H 2.346 -1.300 1.158  0.2078
22 H 2.886 -0.673 -0.221  0.2079

The charge is +1. The gap between HOMO and LUMO is 11.49 eV. Its spin multiplicity is 1.

Run R
Computed, not measured: 2 unconnected molecules or ions with the total composition C5H15N2, with ωB97M-V with the def2-TZVPD basis set.

Last column: Mulliken charge in e.
Element x y z (Å)
1 C 0.348 -1.389 -1.536  -0.9208
2 C 0.420 -0.569 -0.205  -0.0902
3 C 0.809 0.856 -0.475  -0.5788
4 C -0.439 1.735 -0.556  -0.2176
5 C -0.829 2.071 0.916  -0.8950
6 N -1.367 -0.899 2.665  -0.6069
7 N 1.541 -1.935 -2.130  -0.4149
8 H -0.302 -2.203 -1.427  0.4811
9 H -0.093 -0.728 -2.309  0.3297
10 H -0.761 -0.860 1.797  0.1294
11 H 0.866 -1.044 0.642  0.6248
12 H 1.304 0.846 -1.469  0.3594
13 H 1.638 1.260 0.275  0.3460
14 H -0.261 2.666 -1.143  0.3507
15 H -1.177 1.003 -0.956  0.2980
16 H -0.152 2.781 1.332  0.3339
17 H -1.917 2.374 1.199  0.2566
18 H -0.976 -1.371 3.483  0.2559
19 H -0.530 1.122 1.446  0.1478
20 H -2.242 -1.417 2.447  0.2712
21 H 2.436 -1.405 -2.161  0.2520
22 H 1.684 -2.894 -1.836  0.2881

The charge is +1. The gap between HOMO and LUMO is 5.84 eV. Its spin multiplicity is 1.

Least stable of them? run R.

Run P
Computed, not measured: C17H24N4O5 in the gas phase, with ωB97M-V with the def2-TZVPD basis set.

Last column: Mulliken charge in e.
Element x y z (Å)
1 C -2.436 2.452 2.803  -1.0614
2 N -2.026 1.296 2.083  -0.0222
3 C -0.847 1.073 1.539  0.0195
4 O 0.090 1.842 1.717  -0.7109
5 C -0.725 -0.194 0.669  0.1380
6 C -1.188 0.080 -0.755  -1.1026
7 C -2.674 0.371 -0.808  -0.2865
8 C -3.560 -0.689 -0.782  -0.0673
9 C -4.946 -0.479 -0.756  -0.7246
10 C -5.472 0.838 -0.824  0.6136
11 O -6.816 1.018 -0.773  -0.5544
12 C -4.567 1.935 -0.949  -0.7754
13 C -3.173 1.685 -0.877  -0.1437
14 N 0.688 -0.638 0.700  0.0735
15 C 1.111 -1.857 0.396  -0.0905
16 O 0.294 -2.728 0.120  -0.7473
17 C 2.637 -2.117 0.385  0.6145
18 C 3.040 -2.557 -1.036  -1.4872
19 C 2.572 -1.696 -2.217  -0.4903
20 C 3.305 -0.379 -2.441  0.7167
21 N 2.882 0.367 -3.460  -0.3811
22 O 4.300 -0.022 -1.788  -0.7504
23 N 3.463 -0.984 0.825  -0.1892
24 C 3.601 -0.522 2.094  0.7630
25 C 4.699 0.506 2.303  -1.2776
26 O 2.908 -0.910 3.013  -0.6236
27 H -3.518 2.592 2.750  0.3766
28 H -2.157 2.358 3.865  0.2962
29 H -2.051 3.332 2.349  0.3539
30 H -2.764 0.659 1.822  0.2869
31 H -1.371 -1.032 1.031  0.4264
32 H -0.641 0.953 -1.104  0.2323
33 H -0.919 -0.787 -1.326  0.5606
34 H -3.185 -1.685 -0.728  0.4963
35 H -5.656 -1.328 -0.745  0.3618
36 H -7.134 1.764 -1.312  0.3255
37 H -4.926 2.936 -1.056  0.3523
38 H -2.474 2.488 -0.915  0.4630
39 H 1.399 0.074 0.949  0.3122
40 H 2.835 -2.993 1.030  0.4275
41 H 4.114 -2.656 -1.053  0.4629
42 H 2.655 -3.565 -1.150  0.5449
43 H 1.526 -1.519 -2.104  0.0129
44 H 2.675 -2.259 -3.129  0.5643
45 H 3.427 1.175 -3.701  0.2664
46 H 2.010 0.116 -3.908  0.2093
47 H 4.109 -0.592 0.147  0.2130
48 H 5.651 0.127 1.963  0.3491
49 H 4.442 1.399 1.761  0.3229
50 H 4.794 0.748 3.384  0.3301

The charge is 0. The gap between HOMO and LUMO is 9.29 eV. Its spin multiplicity is 1.

Run Q
Computed, not measured: C17H24N4O5 in the gas phase, with ωB97M-V with the def2-TZVPD basis set.

Last column: Mulliken charge in e.
Element x y z (Å)
1 C -1.407 4.563 -1.819  -0.9787
2 N -1.444 3.089 -1.667  -0.2195
3 C -0.642 2.463 -0.848  0.1076
4 O 0.324 3.021 -0.451  -0.8177
5 C -1.091 1.207 -0.114  0.2123
6 C -2.466 0.526 -0.583  -2.1179
7 C -2.808 -0.599 0.368  0.0784
8 C -2.831 -1.989 -0.017  -0.1614
9 C -3.142 -3.001 0.867  -0.5988
10 C -3.279 -2.698 2.202  0.8081
11 O -3.192 -3.592 3.211  -0.5222
12 C -3.337 -1.279 2.579  -0.5959
13 C -3.162 -0.262 1.682  -0.4798
14 N -0.070 0.133 -0.116  0.5407
15 C 0.463 -0.387 -1.323  -0.3393
16 O 0.034 -0.079 -2.426  -0.6876
17 C 1.742 -1.265 -1.229  0.5997
18 C 2.928 -0.649 -2.034  -1.5261
19 C 3.557 0.815 -1.812  -0.4704
20 C 3.574 1.194 -0.310  0.3732
21 N 2.950 2.299 0.181  -0.2866
22 O 4.137 0.598 0.482  -0.6131
23 N 2.136 -1.496 0.120  -0.2923
24 C 1.499 -2.166 1.140  0.6717
25 C 2.257 -2.202 2.508  -1.3181
26 O 0.430 -2.732 0.843  -0.5685
27 H -0.762 4.994 -1.058  0.3560
28 H -1.058 4.698 -2.865  0.2974
29 H -2.425 4.989 -1.819  0.3093
30 H -2.245 2.537 -1.978  0.2560
31 H -1.141 1.710 0.807  0.6183
32 H -2.396 0.216 -1.549  0.8285
33 H -3.215 1.189 -0.621  0.9775
34 H -2.436 -2.253 -1.017  0.2490
35 H -3.029 -4.046 0.540  0.2403
36 H -3.467 -4.456 2.894  0.3119
37 H -3.275 -1.001 3.621  0.3406
38 H -3.023 0.764 2.045  0.3368
39 H 0.488 -0.196 0.770  0.0830
40 H 1.435 -2.197 -1.788  0.4414
41 H 2.922 -0.831 -3.062  0.6408
42 H 3.706 -1.358 -1.832  0.4924
43 H 2.876 1.455 -2.320  0.3267
44 H 4.581 0.872 -2.138  0.4612
45 H 2.883 2.663 1.172  0.2457
46 H 2.214 2.642 -0.439  0.1227
47 H 3.026 -1.072 0.410  0.2265
48 H 1.744 -2.952 3.250  0.3338
49 H 2.133 -1.309 3.041  0.3545
50 H 3.300 -2.569 2.499  0.3521

The charge is 0. The gap between HOMO and LUMO is 8.66 eV. Its spin multiplicity is 1.

Least stable of them? run Q.

Run P
Computed, not measured: 2 unconnected molecules or ions with the total composition C3H3FO2, with ωB97M-V with the def2-TZVPD basis set.

Last column: Mulliken charge in e.
Element x y z (Å)
1 O 0.603 1.886 0.021  -0.4758
2 C 1.226 0.792 0.040  0.2917
3 C 1.658 -0.264 -0.371  0.0876
4 F 2.344 -1.387 -0.292  -0.2293
5 H -0.326 1.916 0.052  0.3551
6 C -1.368 -0.769 0.116  -0.1015
7 O -1.444 0.029 -0.729  -0.3718
8 H -0.561 -0.595 0.916  0.1883
9 H -2.131 -1.607 0.247  0.2558

The charge is 0. The gap between HOMO and LUMO is 9.98 eV. Its spin multiplicity is 1.

Run Q
Computed, not measured: 2 unconnected molecules or ions with the total composition C3H3FO2, with ωB97M-V with the def2-TZVPD basis set.

Last column: Mulliken charge in e.
Element x y z (Å)
1 O 2.203 0.619 -0.190  -0.4649
2 C 1.400 -0.099 -0.951  0.4250
3 C 0.851 -1.041 -1.460  -0.1164
4 F -0.147 -1.757 -1.980  -0.2162
5 H 1.820 1.526 -0.256  0.3728
6 C -1.493 0.214 1.214  -0.0922
7 O -1.664 0.880 0.235  -0.3798
8 H -2.370 -0.229 1.886  0.1969
9 H -0.600 -0.112 1.502  0.2749

The charge is 0. The gap between HOMO and LUMO is 10.11 eV. Its spin multiplicity is 1.

Least stable of them? run Q.